The following is a DFT calculation (ωB97M-V/def2-TZVPD) of the molecule C6H13NO.

Summary:
SMILES ... CNCCCCC=O
LUMO energy ... 0.0267 hartree
E_tot ... -9967.469 eV
Kohn-Sham gap ... 9.78 eV

Last column: Löwdin charge in e.
Atoms and positions in Å:
H 1.3794 0.1398 1.0952  0.13
H 1.3355 0.9671 -0.8331  0.12
H 2.3053 -1.1260 -1.8136  0.14
H -0.4756 -1.5917 -2.4964  0.11
H 1.4592 -1.5895 0.5572  0.12
H -0.2830 0.2900 -1.1750  0.14
N 1.4264 -0.5203 -2.0627  -0.15
H -0.1813 -0.9722 2.2611  0.14
H 0.6137 -1.2297 -3.8523  0.05
O -1.3695 2.3387 2.0836  0.02
H -1.9859 0.3620 0.0930  0.14
H -1.0466 -1.6951 0.8057  0.08
C 0.8194 -0.0322 -0.8843  -0.34
C 0.6516 -1.5596 -2.8388  -0.12
H 0.3504 1.7821 1.1540  0.09
H -2.2122 0.1785 1.9004  0.12
H 1.1298 -2.5313 -2.6612  0.07
C -0.6245 1.5653 1.4745  -0.20
C -0.4665 -0.9101 1.1569  -0.23
C -1.4421 0.2948 1.1134  -0.16
C 0.8259 -0.7001 0.4343  -0.23